*1*
Molecular formula: H4NO2PS
Method: DFT, ωB97M-V/def2-TZVPD

## Properties
Structure (SMILES): OP(O)NS
LUMO level (eV): -0.53

```
! RIJCOSX wB97M-V def2-TZVPD def2/J DEFGRID3
* xyz 0 1
N -0.76 0.51 -0.14
O 1.45 -0.44 0.69
O 0.86 -0.61 -1.58
P 0.22 -0.89 -0.18
S -1.51 0.38 1.80
H -1.65 0.54 -0.59
H 1.43 -0.39 1.63
H 0.67 0.25 -1.82
H -2.90 0.49 1.41
*
```

*2*
Molecular formula: H4NO2PS
Method: DFT, ωB97M-V/def2-TZVPD

## Properties
Structure (SMILES): NOP(O)S
LUMO level (eV): 0.58

```
! RIJCOSX wB97M-V def2-TZVPD def2/J DEFGRID3
* xyz 0 1
N 2.16 0.25 0.01
O -1.53 1.49 0.31
O 0.62 0.57 -0.02
P -1.04 0.42 -0.73
S -1.96 -1.29 0.33
H 2.36 0.01 -1.03
H -1.14 1.21 1.15
H 2.13 -0.56 0.53
H -1.58 -2.11 -0.56
*
```

Most stable: *1*. Least stable: *2*.

*1*
Molecular formula: C8H14N2O4
Method: DFT, ωB97M-V/def2-TZVPD

## Properties
Structure (SMILES): O=C(O)[C@H](CO)NC(=O)[C@@H]1CCCN1
LUMO level (eV): 0.27

```
! RIJCOSX wB97M-V def2-TZVPD def2/J DEFGRID3
* xyz 0 1
C -0.40 -1.37 -0.19
C 0.61 -1.09 0.96
C -1.61 -0.42 -0.47
C -2.79 -1.42 -1.09
C -2.45 -2.38 0.16
C 1.54 1.14 0.00
C 3.06 1.59 -0.04
C 0.80 2.44 -0.11
H -0.59 -3.11 0.74
H 0.10 -1.48 -1.24
H -1.78 0.24 0.49
H -1.26 0.26 -1.22
H -2.46 -1.67 -2.17
H -3.75 -1.00 -1.06
H -2.88 -3.30 0.16
H -2.93 -1.93 1.10
H 1.94 0.25 1.85
H 1.60 0.75 -1.06
H -0.32 2.28 -0.61
H 1.23 3.02 -0.92
H 0.06 2.08 1.78
H 3.00 3.00 -1.25
N -1.04 -2.65 0.05
N 1.16 0.22 1.12
O 0.94 -1.86 1.82
O 3.77 0.99 0.75
O 0.75 2.94 1.30
O 3.69 2.49 -0.81
*
```

*2*
Molecular formula: C8H14N2O4
Method: DFT, ωB97M-V/def2-TZVPD

## Properties
Structure (SMILES): O=C(O)[C@H](CO)NC(=O)[C@@H]1CCCN1
LUMO level (eV): 0.48

```
! RIJCOSX wB97M-V def2-TZVPD def2/J DEFGRID3
* xyz 0 1
C -1.01 1.14 0.25
C 0.48 1.60 0.52
C -1.55 -0.17 0.79
C -2.70 -0.59 -0.17
C -2.47 0.34 -1.39
C 2.09 -0.38 -0.05
C 1.33 -1.18 -1.11
C 1.94 -0.89 1.35
H -0.52 0.25 -1.50
H -1.64 1.92 0.59
H -1.81 -0.18 1.86
H -0.75 -0.92 0.66
H -3.69 -0.44 0.29
H -2.62 -1.60 -0.48
H -3.20 1.17 -1.51
H -2.51 -0.19 -2.33
H 2.42 1.69 -0.08
H 3.15 -0.36 -0.39
H 1.93 -1.99 1.35
H 0.94 -0.61 1.70
H 2.98 -0.81 3.01
H 1.13 0.57 -2.04
N -1.17 1.00 -1.23
N 1.60 1.03 -0.09
O 0.61 2.65 1.08
O 1.07 -2.36 -1.06
O 2.92 -0.29 2.19
O 1.04 -0.41 -2.21
*
```

Most stable: *2*. Least stable: *1*.

*1*
Molecular formula: C6H15NO
Method: DFT, ωB97M-V/def2-TZVPD

## Properties
LUMO level (spin up / spin down) (eV): -3.36 / -8.27

```
! RIJCOSX wB97M-V def2-TZVPD def2/J DEFGRID3
* xyz 1 2
C 2.13 -1.02 0.26
O 2.20 -1.23 -1.22
C 0.78 -0.32 0.52
C -0.34 -0.12 -0.64
C -1.46 0.74 -0.06
C -2.49 1.07 -1.16
C -1.05 1.97 0.79
N 0.25 -1.16 1.55
H 3.00 -0.68 0.86
H 2.25 -2.12 0.40
H 2.67 -0.54 -1.74
H 1.06 0.63 0.88
H -0.74 -1.09 -0.99
H 0.07 0.36 -1.53
H -1.92 0.06 0.59
H -3.47 1.21 -0.84
H -2.81 0.33 -2.01
H -1.84 1.89 -1.63
H -0.68 1.75 1.81
H -0.13 2.53 0.35
H -1.89 2.59 0.86
H -0.44 -0.66 2.14
H 0.03 -2.23 1.47
*
```

*2*
Molecular formula: C6H15NO
Method: DFT, ωB97M-V/def2-TZVPD

## Properties
LUMO level (spin up / spin down) (eV): -4.28 / -9.03

```
! RIJCOSX wB97M-V def2-TZVPD def2/J DEFGRID3
* xyz 1 2
C 0.23 -0.56 1.45
C 1.30 0.20 2.25
C 0.83 -1.78 0.79
O 0.18 -2.59 0.10
N 2.12 -2.08 0.93
H -0.67 -0.95 1.93
H 0.05 0.15 0.63
H 2.24 0.20 1.71
H 1.53 -0.30 3.19
H 2.42 -2.90 0.41
H 2.71 -1.86 1.72
H 0.94 1.20 2.49
C -1.58 0.63 -1.83
C -0.50 1.28 -2.69
C -1.78 1.13 -0.38
H -1.30 -0.45 -1.75
H -2.56 0.69 -2.34
H 0.32 1.56 -2.01
H -0.15 0.60 -3.46
H -2.13 0.35 0.28
H -0.89 2.17 -3.19
H -2.50 1.93 -0.23
H -0.77 1.38 -0.02
*
```

Most stable: *2*. Least stable: *1*.

*1*
Molecular formula: H14LiO7
Method: DFT, ωB97M-V/def2-TZVPD

## Properties
LUMO level (eV): -3.59

```
! RIJCOSX wB97M-V def2-TZVPD def2/J DEFGRID3
* xyz 1 1
Li 0.32 -0.18 0.36
O 0.76 1.12 -1.24
H 0.20 1.85 -1.40
H 1.68 1.50 -1.34
O -0.76 -1.44 1.78
H -0.12 -1.64 2.47
H -1.45 -1.04 2.36
O 0.31 -2.02 -0.91
H 0.82 -2.70 -0.49
H 0.70 -1.90 -1.74
O 0.13 1.61 1.44
H 0.49 2.43 1.16
H 0.55 1.57 2.30
O 2.35 -0.58 0.81
H 2.74 -1.28 1.28
H 2.79 0.24 1.10
O -1.96 0.39 -0.02
H -2.26 -0.46 0.40
H -2.68 0.96 -0.21
O -1.76 0.24 -2.80
H -1.39 0.89 -3.35
H -1.45 0.45 -1.96
*
```

*2*
Molecular formula: H14LiO7
Method: DFT, ωB97M-V/def2-TZVPD

## Properties
LUMO level (eV): -3.34

```
! RIJCOSX wB97M-V def2-TZVPD def2/J DEFGRID3
* xyz 1 1
Li 0.17 0.11 0.06
O -0.67 -0.80 -1.61
H -0.90 -0.39 -2.45
H -0.65 -1.72 -1.78
O 1.62 -1.76 0.03
H 1.37 -2.43 -0.51
H 2.23 -2.31 0.49
O 1.44 0.78 1.89
H 1.69 -0.05 2.08
H 2.07 1.41 2.53
O -0.95 2.05 -0.06
H -0.59 2.77 -0.63
H -0.78 2.59 0.83
O -1.10 -0.69 1.58
H -1.35 -1.63 1.62
H -1.20 -0.37 2.38
O -3.33 -0.14 -0.99
H -2.46 0.04 -1.22
H -3.32 -0.32 0.10
O 2.02 0.99 -1.08
H 2.13 1.67 -1.73
H 2.57 0.19 -1.51
*
```

Most stable: *1*. Least stable: *2*.

*1*
Molecular formula: C12H17N2
Method: DFT, ωB97M-V/def2-TZVPD

## Properties
Structure (SMILES): C=C/[N+](CCN)=C(/C)c1ccccc1
LUMO level (eV): -4.01

```
! RIJCOSX wB97M-V def2-TZVPD def2/J DEFGRID3
* xyz 1 1
C 4.05 -0.06 -0.40
C 3.54 0.78 0.61
C 3.18 -0.81 -1.17
C 2.17 0.97 0.82
C 1.85 -0.53 -1.06
C 1.34 0.28 -0.09
C -2.34 -0.34 0.44
C -3.05 0.23 -0.84
C 0.14 -2.59 1.07
C -0.51 -2.04 0.10
C -0.08 0.49 0.01
C -0.48 1.87 0.38
N -0.87 -0.55 0.23
N -3.53 1.50 -0.40
H 5.04 -0.14 -0.52
H 4.40 1.14 1.19
H 3.78 -1.51 -1.87
H 1.68 1.59 1.56
H 1.11 -0.97 -1.70
H -2.42 0.43 1.20
H -2.76 -1.33 0.80
H -2.27 0.38 -1.64
H -3.88 -0.43 -1.15
H 0.32 -3.61 1.01
H 0.46 -2.18 1.90
H -0.84 -2.53 -0.95
H -1.27 2.26 -0.19
H 0.33 2.55 0.08
H -0.87 1.81 1.44
H -3.88 2.05 -1.15
H -4.33 1.30 0.27
*
```

*2*
Molecular formula: C12H17N2
Method: DFT, ωB97M-V/def2-TZVPD

## Properties
Structure (SMILES): C/[NH+]=C1\N(C)c2ccccc2C1(C)C
LUMO level (eV): -3.08

```
! RIJCOSX wB97M-V def2-TZVPD def2/J DEFGRID3
* xyz 1 1
C 1.81 -2.22 2.48
C 1.00 -3.15 1.83
C 1.80 -0.88 2.18
C 0.10 -2.74 0.91
C 0.94 -0.52 1.16
C 0.24 -1.47 0.45
C -0.49 0.44 -0.49
C 0.68 0.82 0.57
C 0.17 1.92 1.55
C 1.94 1.43 -0.09
C -1.41 -1.83 -1.32
C -1.98 1.13 -2.35
N -0.61 -0.89 -0.55
N -0.99 1.34 -1.34
H 2.64 -2.56 3.05
H 0.78 -4.18 2.28
H 2.28 -0.11 2.75
H -0.53 -3.54 0.42
H 0.68 1.61 2.52
H -0.89 1.89 1.48
H 0.71 2.76 1.18
H 2.43 1.97 0.74
H 1.65 2.19 -0.90
H 2.51 0.55 -0.39
H -2.35 -2.00 -0.86
H -1.29 -1.58 -2.34
H -0.80 -2.75 -1.26
H -1.54 0.94 -3.31
H -2.60 2.06 -2.60
H -2.61 0.30 -1.94
H -0.75 2.33 -1.02
*
```

Most stable: *2*. Least stable: *1*.

*1*
Molecular formula: C4H6NS
Method: DFT, ωB97M-V/def2-TZVPD

## Properties
LUMO level (spin up / spin down) (eV): -5.62 / -5.62

```
! RIJCOSX wB97M-V def2-TZVPD def2/J DEFGRID3
* xyz 1 1
C -0.96 0.31 -0.54
C -1.54 -0.83 -1.05
C 0.64 -1.52 0.01
C 1.05 1.17 0.70
N 0.15 0.21 0.17
S -0.64 -2.24 -0.75
H -1.65 1.29 -0.39
H -2.47 -0.83 -1.71
H 1.47 -1.90 0.72
H 2.16 1.16 0.41
H 0.61 2.12 0.57
H 1.17 1.06 1.87
*
```

*2*
Molecular formula: C4H6NS
Method: DFT, ωB97M-V/def2-TZVPD

## Properties
LUMO level (eV): -5.45

```
! RIJCOSX wB97M-V def2-TZVPD def2/J DEFGRID3
* xyz 1 1
C 0.28 2.47 -0.15
C -1.00 -0.74 -0.07
C 0.18 1.27 0.11
C 1.48 -0.64 -0.03
N 0.14 -0.11 0.07
S -2.50 0.00 -0.05
H 0.33 3.46 0.02
H -1.12 -1.80 0.16
H 1.29 -1.75 0.01
H 2.16 -0.42 0.85
H 1.92 -0.47 -1.03
H -3.16 -1.28 0.11
*
```

Most stable: *1*. Least stable: *2*.

*1*
Molecular formula: C3H6FN
Method: DFT, ωB97M-V/def2-TZVPD

## Properties
Structure (SMILES): FC[C@@H]1CN1
LUMO level (eV): 1.02

```
! RIJCOSX wB97M-V def2-TZVPD def2/J DEFGRID3
* xyz 0 1
C 0.45 -0.60 -1.12
C -0.34 0.29 -0.26
C 0.00 0.87 1.08
H 0.96 -1.13 -0.13
H 1.14 0.13 -1.59
H -1.04 0.96 -0.90
H -0.38 1.85 1.36
H 0.87 0.32 1.63
H -0.46 -1.07 1.11
N -1.07 -0.16 0.98
F -0.13 -1.45 -2.15
*
```

*2*
Molecular formula: C3H6FN
Method: DFT, ωB97M-V/def2-TZVPD

## Properties
Structure (SMILES): FC[C@@H]1CN1
LUMO level (eV): 1.09

```
! RIJCOSX wB97M-V def2-TZVPD def2/J DEFGRID3
* xyz 0 1
C 0.19 1.20 -0.55
C 0.33 0.05 0.47
C 0.02 -1.33 -0.01
H -0.73 1.01 -1.12
H 0.96 1.20 -1.29
H 1.10 0.23 1.17
H 0.74 -2.03 0.43
H -0.33 -1.48 -1.03
H -1.70 -0.54 0.76
N -0.76 -0.75 1.09
F 0.19 2.44 0.07
*
```

Most stable: *2*. Least stable: *1*.

*1*
Molecular formula: C4H4OS2
Method: DFT, ωB97M-V/def2-TZVPD

## Properties
LUMO level (eV): -0.64

```
! RIJCOSX wB97M-V def2-TZVPD def2/J DEFGRID3
* xyz 0 1
C 0.90 0.00 -1.16
C -0.73 0.83 0.61
C -0.58 -0.63 0.36
C 0.81 -0.54 0.16
H -0.02 1.27 1.29
H -1.95 0.93 0.84
H -1.33 -1.01 -0.32
H 1.41 0.12 0.86
O 0.20 -1.65 0.88
S 1.73 -0.52 -2.42
S -0.43 1.21 -1.10
*
```

*2*
Molecular formula: C4H4OS2
Method: DFT, ωB97M-V/def2-TZVPD

## Properties
Structure (SMILES): C#C[C@@H](O)C(=S)S
LUMO level (eV): -0.39

```
! RIJCOSX wB97M-V def2-TZVPD def2/J DEFGRID3
* xyz 0 1
C -0.32 0.09 -0.68
C -1.25 -0.63 0.18
C -1.83 -1.15 1.14
C 1.13 -0.19 -0.12
H -0.28 1.82 -1.70
H -0.37 -0.38 -1.71
H -2.55 -1.49 1.91
H 2.63 0.79 1.25
O -0.60 1.45 -0.83
S 1.53 1.29 0.80
S 1.89 -1.60 -0.23
*
```

Most stable: *2*. Least stable: *1*.

*1*
Molecular formula: C7H10N3S
Method: DFT, ωB97M-V/def2-TZVPD

## Properties
LUMO level (eV): -4.58

```
! RIJCOSX wB97M-V def2-TZVPD def2/J DEFGRID3
* xyz 1 1
C -1.27 -1.71 0.46
C -0.72 -0.67 1.25
C -1.36 -1.59 -0.90
C 2.34 1.21 0.63
C -0.24 0.47 0.65
C -1.06 -0.31 -1.52
C 1.30 0.01 -1.19
N 2.31 0.54 -0.37
N 0.23 1.62 1.16
N -0.08 0.48 -0.86
S -0.17 2.41 2.53
H -1.39 -2.69 0.93
H -0.72 -0.97 2.32
H -1.95 -2.23 -1.47
H 3.11 1.52 1.33
H -0.90 -0.48 -2.58
H -2.02 0.20 -1.58
H 1.49 0.15 -2.24
H 1.39 -1.04 -1.06
H -0.24 1.48 -1.14
H -0.03 1.60 3.65
*
```

*2*
Molecular formula: C7H10N3S
Method: DFT, ωB97M-V/def2-TZVPD

## Properties
Structure (SMILES): C=C1S/C(=N\C)N2C=CC[N@H+]12
LUMO level (eV): -3.39

```
! RIJCOSX wB97M-V def2-TZVPD def2/J DEFGRID3
* xyz 1 1
C -1.78 1.60 0.37
C -0.47 1.69 0.46
C -0.54 -1.44 -0.09
C 1.39 0.23 -0.19
C -1.40 -2.25 0.55
C -2.22 0.48 -0.50
C 3.66 0.11 -0.01
N 2.46 0.88 -0.11
N 0.14 0.82 -0.45
N -0.95 -0.19 -0.81
S 1.19 -1.58 -0.08
H -2.56 2.02 0.90
H 0.25 2.52 0.83
H -0.97 -2.94 1.23
H -2.41 -1.97 0.68
H -2.78 -0.29 -0.03
H -2.51 1.02 -1.46
H 4.44 0.41 -0.89
H 3.42 -0.87 -0.11
H 4.02 0.20 0.97
H -0.88 -0.37 -1.79
*
```

Most stable: *2*. Least stable: *1*.

*1*
Molecular formula: C2H6N4O
Method: DFT, ωB97M-V/def2-TZVPD

## Properties
Structure (SMILES): [H]/N=C(/N)O/C(N)=N/[H]
LUMO level (eV): 0.58

```
! RIJCOSX wB97M-V def2-TZVPD def2/J DEFGRID3
* xyz 0 1
C -1.15 -0.05 -0.14
C 1.26 0.14 -0.04
H -2.89 -0.90 -0.17
H -1.75 -1.71 -0.04
H -2.49 1.06 -0.10
H 2.37 -1.76 0.06
H 3.07 -0.21 -0.28
H 0.36 1.85 0.18
N -2.03 -0.91 0.39
N -1.52 1.18 -0.10
N 2.25 -0.76 0.14
N 1.27 1.33 0.20
O 0.11 -0.59 -0.37
*
```

*2*
Molecular formula: C2H6N4O
Method: DFT, ωB97M-V/def2-TZVPD

## Properties
Structure (SMILES): [H]/N=C(\NO)NN=C
LUMO level (eV): 0.50

```
! RIJCOSX wB97M-V def2-TZVPD def2/J DEFGRID3
* xyz 0 1
C 0.46 0.40 -0.20
C -2.32 -0.26 0.33
H 2.70 -1.22 -0.63
H 2.00 0.88 0.79
H 0.29 2.35 0.10
H 0.34 -1.56 -0.70
H -2.04 0.77 0.52
H -3.46 -0.47 0.48
N 1.76 0.36 0.01
N -0.28 1.53 -0.31
N -0.24 -0.74 -0.52
N -1.50 -1.08 -0.13
O 2.28 -0.98 0.27
*
```

Most stable: *1*. Least stable: *2*.